(1)
A cluster of 4 separate species, C3H11O5 in total in a non-equilibrium geometry, computed with the ωB97M-V functional and the def2-TZVPD basis.

## Properties
E: -497.1871 hartree
Energy above the lowest of the compared OMol25 structures with the same formula, charge and spin: 11.8 kcal per mole
Total charge: -1
Highest occupied orbital energy: -0.1838 Ha
Frontier orbital gap: 8.6 eV

Structure (XYZ):
```
19
Properties=species:S:1:pos:R:3:forces:R:3:lowdin_charge:R:1
O -2.411 2.124 0.796 -0.291 -0.031 -0.137 -0.04
C -1.716 1.196 0.386 1.300 0.211 -0.461 -0.67
O -1.388 0.148 1.026 -0.794 -0.211 0.266 -0.09
C -1.018 1.385 -1.033 -1.072 -0.770 0.599 -0.15
C -0.595 0.053 -1.717 -1.622 0.767 0.801 -0.11
H -1.789 1.872 -1.636 0.348 0.292 0.009 0.08
H -0.202 2.076 -0.831 0.083 0.051 -0.237 0.09
H -1.040 -0.737 -1.121 0.584 -0.304 0.437 0.06
H -1.201 -0.057 -2.620 0.881 0.176 -0.613 0.06
H 0.476 -0.050 -1.785 0.176 -0.336 -0.471 0.05
H -0.198 -0.640 1.115 1.139 0.207 -0.828 0.02
H 0.799 -0.671 2.200 0.580 -0.171 0.047 0.04
O 0.827 -0.927 1.267 -1.411 -0.252 0.776 -0.15
H 2.030 -0.027 0.643 0.040 0.248 -0.190 -0.03
H 2.242 0.934 -0.536 0.078 -0.007 0.177 0.00
O 2.712 0.556 0.217 0.087 -0.005 -0.228 -0.12
H 1.959 -3.054 0.170 -0.225 0.063 -0.147 0.02
H 2.399 -2.962 -1.270 0.240 0.518 -0.453 0.01
O 2.015 -3.567 -0.649 -0.121 -0.447 0.652 -0.07
```
Forces are in eV/Å.

(2)
A cluster of 7 separate species, C21H26F2O21 in total in a non-equilibrium geometry, computed with the ωB97M-V functional and the def2-TZVPD basis.

## Properties
E: -2595.4656 hartree
Energy above the lowest of the compared OMol25 structures with the same formula, charge and spin: 28.7 kcal per mole
SMILES string: O=C1OC[C@@H](F)O1.O=C1OC[C@@H](F)O1.O=C1OCCO1.O=C1OCCO1.O=C1OCCO1.O=C1OCCO1.O=C1OCCO1
Highest occupied orbital energy: -0.3828 Ha
Frontier orbital gap: 10.5 eV

Structure (XYZ):
```
70
Properties=species:S:1:pos:R:3:forces:R:3:lowdin_charge:R:1
O -24.057 8.756 -1.977 -3.351 -2.074 1.105 0.11
C -25.056 8.040 -1.795 3.077 4.456 -3.060 -0.54
O -25.056 6.815 -1.437 -0.852 -1.671 0.820 0.14
C -26.422 6.384 -1.445 0.251 -3.688 1.003 -0.06
C -27.314 7.500 -1.850 2.300 0.023 0.431 -0.31
F -27.855 7.920 -0.694 -1.295 1.052 0.792 0.07
O -26.317 8.423 -2.241 -0.514 0.812 -0.273 0.12
H -26.495 5.444 -1.992 0.144 0.310 -0.622 0.14
H -26.648 6.057 -0.430 -0.135 0.328 0.110 0.14
H -28.116 7.282 -2.555 0.399 0.448 -0.309 0.18
O -23.512 3.621 -7.091 0.154 -0.813 0.744 0.18
C -24.665 3.599 -7.377 2.694 1.041 -2.035 -0.64
O -25.114 3.215 -8.556 -1.114 -2.006 -2.272 0.09
C -26.547 3.221 -8.551 -0.191 0.722 0.421 -0.03
C -26.861 4.215 -7.407 2.115 -0.967 -2.273 -0.31
F -27.751 3.664 -6.604 -0.967 0.165 1.239 0.11
O -25.584 4.300 -6.823 -2.847 2.207 3.994 0.16
H -27.013 3.616 -9.455 0.631 -0.417 -0.345 0.14
H -26.935 2.237 -8.289 0.012 -0.004 -0.144 0.14
H -27.115 5.198 -7.802 -0.480 0.081 0.673 0.17
O -16.558 12.516 -0.626 -1.335 0.350 -3.256 0.11
C -17.123 12.507 -1.722 0.676 -1.526 3.088 -0.55
O -17.080 13.434 -2.665 1.918 1.236 0.380 0.05
C -17.798 13.122 -3.875 1.060 1.797 1.819 -0.11
C -18.625 12.044 -3.342 -0.929 -3.587 -0.292 -0.10
O -17.944 11.474 -2.111 -0.622 2.322 -1.872 0.06
H -18.234 14.108 -4.035 -0.567 -0.497 -0.837 0.14
H -17.136 12.802 -4.679 0.153 0.227 0.163 0.14
H -18.526 11.264 -4.097 -0.634 -0.486 0.344 0.12
H -19.686 12.235 -3.179 0.261 0.155 0.469 0.14
O -11.100 2.536 0.304 -0.357 -2.589 1.727 0.12
C -11.313 1.558 1.024 0.590 2.983 -4.644 -0.58
O -11.675 0.347 0.553 -0.092 0.702 -0.460 0.04
C -11.844 -0.539 1.670 -0.209 1.466 -1.135 -0.09
C -11.986 0.513 2.793 0.032 -3.194 0.690 -0.13
O -11.221 1.581 2.320 -0.084 0.181 2.082 0.10
H -12.727 -1.124 1.415 0.266 -0.294 0.553 0.13
H -10.891 -1.067 1.682 -0.346 -0.567 0.637 0.13
H -11.530 -0.048 3.609 0.093 1.042 0.717 0.13
H -13.018 0.767 3.033 0.112 0.285 -0.180 0.14
O -19.432 9.590 6.646 -2.626 0.013 -5.749 0.07
C -19.938 9.509 5.473 1.916 -1.834 5.790 -0.44
O -19.783 10.323 4.464 1.099 2.072 2.925 0.08
C -20.328 9.872 3.306 -0.227 -0.205 -1.797 -0.13
C -20.879 8.491 3.744 -0.195 0.046 -4.429 -0.18
O -20.682 8.390 5.070 1.093 1.388 2.589 0.07
H -20.967 10.640 2.871 -0.575 -0.265 0.275 0.13
H -19.460 9.836 2.647 -0.297 -0.623 -0.541 0.14
H -20.248 7.841 3.138 0.001 -0.863 0.521 0.13
H -21.897 8.278 3.417 -0.172 0.270 0.404 0.13
O -21.701 -0.168 -2.466 2.807 -1.777 -0.050 0.12
C -20.920 -1.086 -2.702 -1.728 2.565 1.854 -0.54
O -19.619 -1.251 -2.193 -0.424 -1.195 -0.759 0.04
C -19.087 -2.549 -2.703 -2.004 0.433 -2.358 -0.07
C -20.106 -2.763 -3.881 -0.125 -1.400 0.880 -0.11
O -21.315 -2.110 -3.427 1.529 -0.698 -1.284 0.06
H -18.117 -2.514 -3.198 0.198 0.796 0.701 0.12
H -19.120 -3.443 -2.080 -0.192 0.768 0.924 0.12
H -20.410 -3.801 -4.017 0.330 -0.047 0.016 0.13
H -19.710 -2.411 -4.834 -0.393 0.568 0.070 0.13
O -16.769 4.019 0.141 0.968 -1.372 0.650 0.17
C -17.070 4.239 -0.981 0.878 -0.089 1.112 -0.67
O -16.646 3.728 -2.120 1.139 -2.250 -2.197 0.09
C -17.588 4.125 -3.174 0.572 -0.750 -0.280 -0.09
C -17.936 5.410 -2.593 -0.900 2.286 -1.567 -0.19
O -17.882 5.191 -1.252 -3.500 2.799 1.566 0.11
H -17.231 4.342 -4.181 1.090 -0.672 0.229 0.14
H -18.349 3.353 -3.284 -0.215 0.151 0.439 0.14
H -18.863 5.847 -2.965 -0.282 -0.187 0.497 0.15
H -17.163 6.149 -2.803 0.221 0.060 -0.420 0.14
```
Forces are in eV/Å.

(3)
A structure of composition C14H16Cl2F4N2O2V in a non-equilibrium geometry, computed with the ωB97M-V functional and the def2-TZVPD basis.

## Properties
E: -3066.5761 hartree
Energy above the lowest of the compared OMol25 structures with the same formula, charge and spin: 57.5 kcal per mole
⟨S²⟩: 2.3076
Total charge: +1
Highest occupied orbital energy (alpha / beta): -0.4779 / -0.4762 Ha
2S+1: 3
Frontier orbital gap (alpha / beta): 7.1 / 5.4 eV

Structure (XYZ):
```
41
Properties=species:S:1:pos:R:3:forces:R:3:lowdin_spin:R:1
V -12.062 -2.444 6.176 -0.679 1.540 1.588 1.47
C -14.889 -1.015 7.763 2.365 0.150 -1.733 0.00
C -14.291 -0.238 6.523 -0.380 -1.312 -0.031 0.00
N -13.716 -1.164 5.449 1.134 0.380 0.647 -0.02
C -14.682 -2.001 4.668 -0.693 0.637 0.146 0.00
C -15.613 -1.209 3.743 0.434 -1.401 -1.827 0.00
C -12.903 -0.312 4.506 0.070 0.340 0.526 0.02
C -12.153 -1.219 3.556 2.398 2.292 -0.568 0.05
N -11.366 -2.181 4.350 0.089 0.040 -1.038 0.47
C -10.017 -2.286 4.145 -0.537 -0.511 -1.301 0.08
C -9.500 -3.556 3.782 -0.816 -1.527 1.415 0.11
F -10.364 -4.652 3.821 1.863 2.191 -0.167 0.03
C -8.126 -3.686 3.614 0.218 -2.886 0.205 0.00
F -7.579 -4.953 3.561 -0.968 1.683 -0.246 -0.01
C -7.268 -2.629 3.603 -1.292 2.401 -0.305 0.11
C -7.829 -1.311 3.754 0.049 -2.328 0.014 -0.01
F -7.077 -0.261 3.610 0.426 0.551 0.182 -0.01
C -9.160 -1.184 4.088 0.385 2.360 0.393 0.05
F -9.581 0.064 4.485 0.191 -1.741 -0.944 0.01
H -15.595 -1.798 7.494 -0.105 0.238 0.166 0.00
H -14.008 -1.445 8.291 -0.744 -0.001 -0.135 0.00
H -15.257 -0.237 8.376 -0.868 0.466 0.861 0.00
H -15.041 0.390 6.016 0.231 -0.099 0.329 0.00
H -13.441 0.373 6.861 -0.406 -0.070 -0.128 0.00
H -14.020 -2.653 4.087 -0.712 -0.291 0.087 0.00
H -15.363 -2.590 5.297 0.901 0.032 0.326 0.00
H -16.157 -0.387 4.181 0.018 0.222 0.219 0.00
H -15.044 -0.903 2.836 -0.521 0.313 0.589 0.00
H -16.355 -1.945 3.327 0.528 0.733 0.550 0.00
H -13.536 0.365 3.927 -0.056 -0.025 0.148 0.00
H -12.147 0.299 5.091 -1.149 -0.808 -0.642 0.00
H -12.757 -1.700 2.804 -0.391 -0.787 0.043 0.02
H -11.476 -0.544 2.902 -0.722 -1.103 1.150 0.00
H -6.231 -2.747 3.387 0.610 -0.142 0.046 0.00
Cl -9.852 -3.415 7.294 -0.723 0.959 -0.298 -0.06
C -11.089 -2.347 8.051 0.423 -2.482 0.466 -0.28
Cl -13.403 -4.044 6.868 0.355 0.146 -0.252 0.03
C -10.968 -0.880 7.918 -1.013 5.093 3.142 -0.02
O -11.077 0.019 8.811 0.716 -4.010 -2.010 -0.03
O -11.053 -0.542 6.670 -0.686 -2.736 -1.213 -0.04
H -11.483 -3.012 8.858 0.059 1.494 -0.401 -0.01
```
Forces are in eV/Å.

(4)
A cluster of 2 separate species, C7H10I2NSi in total in a non-equilibrium geometry, computed with the ωB97M-V functional and the def2-TZVPD basis.

## Properties
E: -1212.0350 hartree
Energy above the lowest of the compared OMol25 structures with the same formula, charge and spin: 113.9 kcal per mole
Total charge: +1
Highest occupied orbital energy (alpha / beta): -0.4276 / -0.4363 Ha
Frontier orbital gap (alpha / beta): 6.0 / 7.9 eV

Structure (XYZ):
```
21
Properties=species:S:1:pos:R:3:forces:R:3:lowdin_charge:R:1
C 3.243 -1.020 2.637 -0.340 1.372 0.250 -0.10
C 3.034 -1.577 1.446 -1.404 -0.406 -3.288 -0.07
C 2.464 0.018 3.044 -2.837 2.088 -0.804 -0.03
C 1.947 -1.201 0.599 0.665 -0.941 1.271 -0.09
C 1.382 0.564 2.211 2.570 -3.523 0.269 -0.04
C 1.164 -0.201 1.095 -0.217 0.225 -0.676 0.00
C -2.527 1.399 -1.600 -0.818 -1.940 1.077 -0.43
N -3.312 1.103 -2.809 0.392 -2.492 -3.309 0.03
Si -1.347 -0.169 -1.049 0.203 1.173 -0.172 -0.11
I -2.973 -1.936 -0.488 0.230 0.297 -0.317 0.43
I -0.325 -0.260 -3.358 0.003 -0.386 0.453 0.43
H 4.139 -1.216 3.095 1.746 -0.741 1.662 0.10
H 3.709 -2.269 0.985 0.331 -0.547 0.215 0.11
H 2.556 0.532 3.983 0.501 0.067 0.273 0.11
H 1.834 -1.893 -0.222 -0.535 0.628 -0.482 0.10
H 0.900 1.412 2.523 -1.328 1.737 0.562 0.07
H -3.273 1.703 -0.894 -0.435 -0.431 0.925 0.08
H -2.033 2.273 -1.739 2.154 2.429 -0.714 0.03
H -4.178 1.585 -3.017 -0.108 0.907 0.400 0.16
H -3.633 0.130 -2.654 -0.017 0.134 -0.304 0.09
H -2.773 1.022 -3.784 -0.757 0.352 2.709 0.14
```
Forces are in eV/Å.